Record 1
C9H6F2N2O2 | ωB97M-V/def2-TZVPD

The HOMO-LUMO gap comes out at 8.13 eV. The max |F| comes out at 4.85 eV/A. The value obtained for the calculated total energy is -21936.2910 eV.

```
! RIJCOSX wB97M-V def2-TZVPD def2/J DEFGRID3
* xyz 0 1
C 1.82 -1.25 -0.73
C 2.79 -0.52 -0.10
C 0.78 0.32 0.46
C -0.28 1.02 0.95
C -1.54 0.89 0.44
C -1.77 -0.24 -0.44
C -0.69 -1.02 -0.79
C 5.15 1.83 -0.77
C 5.19 -1.02 0.78
N 0.56 -0.72 -0.43
N 2.13 0.40 0.63
O 4.64 2.04 0.23
O 5.66 1.64 -1.75
F 4.72 -1.72 1.82
F 5.44 -1.95 -0.16
H 2.02 -2.03 -1.44
H -0.15 1.81 1.58
H -2.48 1.51 0.80
H -2.77 -0.65 -0.72
H -0.75 -1.95 -1.36
H 2.46 1.21 1.32
*
```


Record 2
C2H4O3Sc | ωB97M-V/def2-TZVPD

The HOMO-LUMO gap comes out at 9.53 eV. The value obtained for the energy above the lowest of the compared OMol25 structures with the same formula, charge and spin is 0.000 eV. The max |F| comes out at 2.97 eV/A. The value obtained for the calculated total energy is -28975.8646 eV.

```
! RIJCOSX wB97M-V def2-TZVPD def2/J DEFGRID3
* xyz 1 1
O 0.49 1.01 -0.72
C -0.57 1.14 -0.10
C -1.48 -0.05 -0.03
O -0.84 -1.22 -0.32
H -0.59 1.90 0.76
H -2.33 0.19 -0.71
H -1.93 -0.01 0.99
Sc 1.09 -1.06 -0.69
O 2.65 -1.17 0.46
H 3.50 -0.75 0.36
*
```


Record 3
C5H5NOS | ωB97M-V/def2-TZVPD

The HOMO-LUMO gap comes out at 8.98 eV. The value obtained for the energy above the lowest of the compared OMol25 structures with the same formula, charge and spin is 3.786 eV. The max |F| comes out at 2.83 eV/A. The value obtained for the calculated total energy is -19635.2053 eV. The SMILES is C#C/C=C/S.N=C=O.

```
! RIJCOSX wB97M-V def2-TZVPD def2/J DEFGRID3
* xyz 0 1
C 2.55 -0.31 0.32
C 1.49 0.04 -0.03
C -0.31 -0.64 -1.31
C -1.32 0.14 1.38
C 0.18 0.34 -0.52
N -0.46 0.28 2.22
O -2.35 0.05 0.90
S -1.90 -0.40 -2.05
H 3.52 -0.64 0.52
H -0.08 -1.69 -1.19
H -0.04 1.44 -0.58
H -1.73 0.85 -1.93
H 0.46 0.54 2.25
*
```


Record 4
C30H51F5N4O3PS | ωB97M-V/def2-TZVPD

The HOMO-LUMO gap comes out at 6.03 eV. The max |F| comes out at 6.25 eV/A. The value obtained for the calculated total energy is -77735.0057 eV.

```
! RIJCOSX wB97M-V def2-TZVPD def2/J DEFGRID3
* xyz 1 1
C 1.34 3.91 -1.33
C 0.83 3.31 -2.73
N 0.37 4.20 -3.60
C 0.78 1.76 -3.13
C 2.07 0.90 -2.68
C 1.95 -0.42 -3.60
C 1.84 -1.80 -2.80
C 0.40 -2.11 -2.18
C -0.45 -1.14 -1.34
C -1.85 -1.52 -0.72
C -2.45 -2.94 -0.93
C -1.61 -3.92 -1.82
C -0.21 -3.53 -2.44
C 2.43 0.76 -1.13
C 4.02 1.10 -0.99
C 4.34 1.68 0.47
C 4.26 0.41 1.49
C 4.30 0.84 3.03
C 3.01 1.71 3.46
F 3.32 3.10 3.28
F 1.85 1.37 2.67
C 2.56 1.43 5.00
F 3.65 1.00 5.80
F 2.15 2.70 5.52
F 1.49 0.47 5.07
N 4.62 -0.25 -1.30
C 5.94 -0.19 -1.31
S 7.49 -0.14 -0.68
C 4.27 2.00 -2.30
P 5.69 3.15 -2.80
N 7.15 2.52 -2.59
N 3.21 1.80 -3.11
H 1.03 5.01 -1.29
H 0.74 3.39 -0.49
H 2.47 3.76 -1.23
H 0.03 3.72 -4.45
H 0.74 1.73 -4.29
H -0.22 1.30 -2.79
H 1.11 -0.39 -4.37
H 2.93 -0.48 -4.21
H 2.06 -2.65 -3.55
H 2.66 -1.89 -2.00
H -0.10 -0.08 -1.12
H -2.39 -0.74 -0.09
H -3.45 -3.22 -0.45
H -2.02 -4.98 -2.02
H 0.30 -4.34 -3.06
H 2.38 -0.27 -0.62
H 1.78 1.39 -0.40
H 5.39 2.14 0.57
H 3.61 2.51 0.81
H 3.32 -0.20 1.32
H 5.15 -0.28 1.30
H 4.23 -0.13 3.65
H 5.29 1.33 3.32
H 5.62 4.36 -2.02
H 5.56 3.44 -4.22
H 7.65 2.45 -3.50
H 3.30 2.36 -3.98
C -2.37 -1.89 4.32
C -1.32 -2.03 3.23
C -0.03 -2.63 3.78
O -1.04 -0.75 2.68
H -2.03 -1.23 5.12
H -3.29 -1.45 3.91
H -2.62 -2.87 4.76
H -1.70 -2.66 2.43
H 0.39 -1.99 4.56
H 0.72 -2.72 2.99
H -0.21 -3.63 4.20
H -0.70 -0.18 3.38
C -6.00 -1.33 6.00
C -6.46 -0.59 4.75
C -7.81 0.08 4.97
O -6.56 -1.51 3.67
H -6.71 -2.12 6.27
H -5.04 -1.82 5.82
H -5.89 -0.65 6.85
H -5.72 0.16 4.47
H -8.58 -0.66 5.21
H -8.13 0.60 4.07
H -7.76 0.81 5.79
H -7.22 -2.18 3.90
C -4.23 0.20 -4.23
C -3.09 -0.35 -5.07
C -3.46 -1.68 -5.70
O -1.94 -0.52 -4.24
H -4.48 -0.48 -3.42
H -3.95 1.15 -3.78
H -5.12 0.36 -4.84
H -2.82 0.37 -5.85
H -3.68 -2.43 -4.93
H -2.62 -2.07 -6.29
H -4.33 -1.58 -6.35
H -2.16 -1.15 -3.55
*
```


Record 5
C6H8O4S | ωB97M-V/def2-TZVPD

The HOMO-LUMO gap comes out at 9.61 eV. The value obtained for the energy above the lowest of the compared OMol25 structures with the same formula, charge and spin is 1.166 eV. The max |F| comes out at 4.34 eV/A. The value obtained for the calculated total energy is -25374.5295 eV. The SMILES is C=CC(=C)S(C)(=O)=O.O=C=O.

```
! RIJCOSX wB97M-V def2-TZVPD def2/J DEFGRID3
* xyz 0 1
C 1.32 -0.29 -2.58
C -1.52 -0.88 0.32
C -1.87 1.96 -0.63
C -0.84 1.33 -0.12
C -0.60 -0.03 0.09
C 1.16 -0.98 1.98
O 0.19 -0.03 -2.54
O 1.92 0.69 0.07
O 1.21 -1.63 -0.65
O 2.44 -0.38 -2.65
S 1.08 -0.48 0.26
H -1.29 -1.95 0.38
H -2.49 -0.59 0.67
H -2.74 1.45 -1.00
H -1.93 3.08 -0.65
H 0.03 1.95 0.28
H 0.45 -1.82 2.00
H 2.25 -1.31 2.12
H 1.22 -0.12 2.64
*
```


Record 6
C4H2O | ωB97M-V/def2-TZVPD

The HOMO-LUMO gap (alpha / beta) comes out at 7.17 / 7.18 eV. The value obtained for the energy above the lowest of the compared OMol25 structures with the same formula, charge and spin is 4.297 eV. The max |F| comes out at 2.65 eV/A. The value obtained for the calculated total energy is -6220.5626 eV.

```
! RIJCOSX wB97M-V def2-TZVPD def2/J DEFGRID3
* xyz 0 1
C 0.01 -0.78 -0.32
C 0.52 0.06 0.66
C -0.84 0.06 -1.00
C -0.12 1.25 0.37
O -0.97 1.31 -0.62
H 0.18 -1.81 -0.55
H 1.23 -0.08 1.45
*
```